This record from OMol25 describes a cluster of 7 separate species, C19H19Cl3F6O18 in total. The level of theory is ωB97M-V with the def2-TZVPD basis set.

Last column: Löwdin charge in e.
CARTESIAN COORDINATES (ANGSTROEM)
C  -10.150  6.872  -14.566  -0.040
O  -15.042  13.942  -17.836  0.075
C  -13.355  14.168  -7.940  -0.023
C  -9.199  11.987  -10.183  -1.482
H  -11.242  6.091  -9.293  0.168
C  -13.291  6.217  -10.337  -0.072
H  -13.714  14.442  -12.539  0.095
C  -13.690  12.258  -18.791  -0.307
O  -9.833  8.182  -14.100  0.081
C  -13.818  15.351  -13.100  -0.045
O  -11.624  7.798  -10.201  0.115
O  -10.975  10.046  -13.670  0.185
H  -9.428  6.562  -15.398  0.161
O  -13.578  12.298  -13.912  0.071
H  -11.919  6.741  -15.908  0.157
C  -12.775  8.386  -10.665  -0.515
F  -13.480  11.849  -20.094  0.037
H  -13.371  5.453  -11.086  0.129
H  -13.975  15.036  -8.021  0.132
O  -12.095  12.937  -10.885  0.141
H  -15.621  12.919  -19.542  0.163
O  -13.440  13.301  -9.094  0.093
C  -13.820  14.381  -17.940  -0.574
H  -14.586  12.300  -12.183  0.119
F  -16.085  14.490  -12.988  -0.015
H  -13.188  11.223  -12.195  0.079
O  -15.635  16.632  -13.790  0.140
O  -13.746  7.442  -10.901  0.078
Cl  -8.356  11.109  -11.504  0.528
C  -14.908  10.470  -13.353  -0.263
C  -15.228  15.304  -13.828  -0.202
C  -11.824  6.405  -10.140  -0.260
C  -15.002  17.228  -12.744  -0.553
F  -11.248  5.849  -11.289  0.022
C  -10.939  8.945  -14.079  -0.590
H  -13.712  13.642  -7.052  0.142
C  -14.036  11.701  -15.023  -0.507
H  -14.755  9.439  -12.983  0.167
C  -12.300  13.393  -9.793  -0.499
O  -12.951  13.485  -18.552  0.113
H  -10.041  6.128  -13.801  0.113
O  -14.738  10.574  -14.766  0.148
H  -13.312  11.445  -18.163  0.151
H  -11.618  15.417  -7.505  0.166
O  -15.219  18.350  -12.461  0.189
O  -13.954  16.502  -12.290  0.076
H  -15.263  14.856  -14.810  0.157
O  -11.988  8.332  -14.633  0.131
H  -13.022  15.513  -13.842  0.154
O  -12.873  9.533  -10.869  0.185
C  -14.045  11.565  -12.729  -0.019
F  -12.408  6.211  -14.014  0.067
H  -15.727  11.896  -18.051  0.151
Cl  -10.015  10.789  -9.082  0.524
O  -13.864  12.171  -16.115  0.152
Cl  -8.098  13.017  -9.314  0.567
C  -11.680  6.954  -14.887  -0.254
O  -11.313  14.079  -9.055  0.086
C  -11.852  14.397  -7.786  -0.308
F  -16.224  10.724  -13.117  0.060
H  -10.006  12.526  -10.630  -0.037
C  -15.096  12.674  -18.557  -0.054
O  -13.379  15.453  -17.554  0.122
F  -11.310  13.581  -6.852  0.067
H  -13.927  5.906  -9.450  0.164

Values from the calculation:
F_max ... 4.47 eV/A
Total charge ... 0
ΔE to the lowest compared entry with this formula, charge and spin ... 0.0 kcal per mole
HOMO-LUMO gap ... 10.84 eV
HOMO level ... -0.3902 hartree
Energy ... -4069.58218 hartree
SMILES string ... O=C1OC[C@@H](F)O1.O=C1OC[C@@H](F)O1.O=C1OC[C@@H](F)O1.O=C1OC[C@@H](F)O1.O=C1OC[C@@H](F)O1.O=C1OC[C@@H](F)O1.ClC(Cl)Cl
E_LUMO ... 0.224 eV